125
Properties=species:S:1:pos:R:3:forces:R:3 method="wB97M-V/def2-TZVPD" relative_energy_ev=2.8847 spin_multiplicity=1 lumo_ev=3.25 total_energy_ha=-3664.80624 charge=-2
O -1.210 1.504 -0.136 0.72 -0.61 0.17
C -0.386 0.438 -0.528 -1.57 1.22 0.98
C 0.164 -0.610 0.526 -1.66 0.39 0.99
O -0.661 -1.386 1.323 -0.37 -0.33 -0.91
H 0.480 0.876 -1.025 1.43 0.03 -0.31
H -0.883 -0.066 -1.357 -0.43 -1.07 -0.62
H 0.706 0.012 1.237 1.06 0.69 0.08
H 0.852 -1.256 -0.020 0.89 -0.22 -0.72
C 0.772 0.448 4.511 -0.24 -1.02 0.35
C -0.148 -0.659 5.098 0.60 2.40 -0.06
C -0.300 -1.918 4.299 0.28 1.28 -0.91
O -0.043 -2.950 5.256 -0.63 -0.96 -0.56
C 0.298 -2.415 6.416 0.96 -0.96 3.24
O 0.492 -2.992 7.490 -0.53 0.68 -2.73
O 0.453 -1.105 6.302 -0.03 0.47 0.71
H 0.866 1.280 5.210 -0.40 0.14 -0.16
H 0.414 0.744 3.525 -0.01 0.14 0.04
H 1.786 0.054 4.449 0.08 -0.22 -0.30
H -1.088 -0.169 5.352 -0.27 -0.24 0.08
H 0.436 -1.816 3.501 0.03 -1.02 -0.12
H -1.271 -1.930 3.804 0.08 -0.68 0.18
C -2.484 -4.668 3.141 0.30 -1.23 -0.13
C -1.735 -4.784 1.770 0.09 1.15 1.72
C -0.207 -4.745 1.897 -0.51 2.47 0.27
O 0.243 -5.978 1.488 0.50 -1.64 -0.22
C -0.782 -6.754 1.090 0.08 -0.65 -1.06
O -0.629 -7.872 0.647 -0.72 1.62 0.84
O -1.950 -6.042 1.165 0.23 -1.46 -0.22
H -2.695 -3.685 3.560 0.04 0.13 -0.70
H -1.916 -5.178 3.919 0.53 0.03 -0.02
H -3.381 -5.287 3.140 -0.40 0.39 -0.46
H -1.984 -3.964 1.097 -0.54 -0.19 0.00
H 0.167 -4.476 2.885 -0.11 -0.32 0.16
H 0.097 -3.940 1.229 0.47 -0.05 -0.16
C 3.029 -3.383 -0.201 1.38 0.33 0.16
C 3.780 -3.092 1.138 -2.68 2.27 -1.68
C 2.796 -2.638 2.280 0.57 -1.38 -2.00
O 3.208 -3.534 3.321 0.70 0.57 0.83
C 4.167 -4.395 2.888 -1.21 -3.63 1.39
O 4.569 -5.375 3.522 -0.51 3.24 -1.38
O 4.330 -4.262 1.563 1.66 -1.18 1.06
H 3.744 -3.845 -0.881 0.21 -0.13 -0.03
H 2.743 -2.460 -0.706 -0.38 -0.05 0.51
H 2.219 -4.106 -0.106 -0.18 0.31 0.33
H 4.521 -2.301 1.027 0.35 -0.17 -0.35
H 1.794 -2.889 1.931 -0.21 0.12 0.55
H 2.842 -1.561 2.443 0.25 -0.34 0.78
C 1.861 4.124 -1.568 0.08 -0.80 -0.32
C 1.442 3.742 -3.020 -0.24 0.01 1.79
C -0.032 3.410 -3.223 -0.25 -0.32 0.52
O -0.544 4.510 -4.003 -0.26 -0.05 -0.21
C 0.472 5.363 -4.316 -2.00 0.83 -0.45
O 0.365 6.409 -4.917 -0.04 -1.37 0.54
O 1.559 4.889 -3.810 3.41 0.85 -0.49
H 1.488 3.406 -0.837 -0.34 -0.27 -0.17
H 1.524 5.109 -1.243 -0.06 0.08 -0.32
H 2.944 4.045 -1.479 0.09 0.35 -0.16
H 2.117 2.961 -3.371 -0.09 0.18 -0.22
H -0.560 3.340 -2.272 -0.16 0.08 0.05
H -0.164 2.443 -3.709 -0.19 0.23 -0.42
C 2.008 -1.003 -5.537 -0.94 0.35 -0.57
C 2.090 -0.513 -4.110 -0.57 -0.93 -1.15
C 2.778 -1.360 -3.108 0.40 -1.38 -0.53
O 3.520 -0.423 -2.394 1.18 0.94 1.14
C 3.659 0.695 -3.143 2.14 2.33 2.13
O 4.364 1.664 -2.908 -0.74 -1.92 0.27
O 2.888 0.664 -4.174 -1.69 0.02 -1.29
H 1.083 -0.502 -5.820 -0.14 -0.60 -0.98
H 1.985 -2.077 -5.722 -0.40 -0.01 0.45
H 2.774 -0.615 -6.209 0.29 0.17 0.47
H 1.082 -0.351 -3.727 0.00 0.83 -0.03
H 3.455 -2.057 -3.602 0.28 -0.17 0.02
H 2.110 -1.952 -2.483 -0.03 0.44 0.12
C -2.405 5.988 -0.982 0.33 -0.51 0.97
C -2.440 5.133 0.307 0.37 0.16 -0.44
C -1.120 4.579 0.816 -0.13 -1.24 -1.04
O -0.596 5.623 1.629 0.61 0.20 0.12
C -1.634 6.259 2.150 -1.04 1.67 2.14
O -1.618 6.989 3.147 -0.02 -1.79 -2.81
O -2.762 5.967 1.431 -0.23 0.66 0.80
H -3.422 6.236 -1.287 0.13 0.19 0.02
H -1.908 5.457 -1.794 -0.08 -0.10 -0.02
H -1.821 6.877 -0.744 -0.13 0.21 -0.27
H -3.181 4.340 0.205 0.02 0.04 0.28
H -0.456 4.272 0.008 0.19 0.30 0.28
H -1.279 3.694 1.433 -0.01 -0.09 -0.07
C 3.664 0.885 0.862 -0.77 -1.03 0.18
C 3.675 2.304 1.312 -0.65 -0.22 -0.50
C 2.393 2.923 1.896 -0.85 0.55 -1.99
O 2.567 3.071 3.296 0.25 -0.32 -0.75
C 3.842 2.844 3.531 2.76 -0.95 3.25
O 4.340 2.882 4.667 -1.08 0.09 -3.51
O 4.546 2.450 2.390 0.36 0.99 2.62
H 4.661 0.578 0.546 -0.05 0.03 -0.06
H 2.944 0.736 0.057 0.12 0.13 -0.26
H 3.301 0.217 1.643 0.17 0.04 0.22
H 4.055 2.836 0.440 -0.06 0.70 0.25
H 1.477 2.384 1.655 0.00 -0.19 0.22
H 2.328 3.914 1.447 -0.35 0.22 0.23
C -1.385 -2.610 -3.046 0.16 0.03 -0.08
C -1.899 -3.114 -1.712 -0.88 0.81 0.20
C -3.063 -2.266 -1.106 1.84 -0.15 -0.07
O -4.072 -3.242 -0.767 0.43 0.37 0.28
C -3.705 -4.447 -1.222 -1.68 -2.42 -1.37
O -4.409 -5.468 -1.212 2.11 3.03 0.37
O -2.517 -4.366 -1.880 -0.92 -1.66 0.07
H -0.384 -2.988 -3.253 -0.02 -0.15 -0.12
H -1.341 -1.523 -3.112 0.02 0.06 0.39
H -2.072 -2.932 -3.829 0.03 -0.16 -0.04
H -1.139 -3.288 -0.951 0.31 0.60 -0.09
H -3.426 -1.477 -1.764 -0.38 -0.47 -0.18
H -2.546 -1.791 -0.273 -0.74 0.18 0.86
C -5.374 0.457 -0.848 -0.45 -0.07 0.29
C -4.917 1.754 -1.458 2.50 -1.50 -0.13
C -3.583 1.618 -2.267 0.59 0.36 2.62
O -3.874 2.132 -3.501 -0.06 0.35 -2.50
C -5.139 2.450 -3.594 -2.21 1.56 -3.47
O -5.662 2.960 -4.602 1.30 -1.41 2.83
O -5.808 2.121 -2.488 -1.00 0.95 0.23
H -4.623 -0.175 -0.373 0.37 0.60 0.05
H -5.802 -0.155 -1.642 -0.39 0.00 0.14
H -6.087 0.746 -0.077 -0.42 -0.61 -0.11
H -4.749 2.478 -0.661 -0.56 0.52 -0.34
H -3.222 0.590 -2.314 0.14 0.15 -0.07
H -2.833 2.309 -1.880 0.37 -0.85 0.62